[1]
{"formula": "C6H16S", "method": "ωB97M-V/def2-TZVPD", "multiplicity": 2, "homo_energy_ev": [1.2, -4.8], "orbital_gap_ev": [2.1, 8.0], "s2": 0.75, "total_charge": -1, "relative_energy_ev": 0.000, "e_tot_ev": -17315.12807, "symbols": ["C", "C", "C", "S", "H", "H", "H", "H", "H", "H", "H", "H", "C", "C", "C", "H", "H", "H", "H", "H", "H", "H", "H"], "positions_angstrom": [[-1.1525, -0.2420, -1.3985], [-2.3075, 0.5510, -1.9992], [0.2658, 1.6239, -2.9273], [0.5304, 0.1410, -1.9388], [-1.1985, -0.1598, -0.3089], [-1.3938, -1.3122, -1.5326], [-2.4866, 0.2851, -3.0428], [-2.1885, 1.6222, -1.8345], [0.0933, 2.4948, -2.2863], [1.2054, 1.8643, -3.4232], [-0.4434, 1.4530, -3.7430], [-3.2530, 0.2146, -1.5303], [1.0698, -0.9118, 1.7590], [1.5957, 0.4072, 2.2912], [0.7316, -1.8683, 2.9069], [0.1687, -0.6963, 1.1827], [1.7787, -1.3401, 1.0471], [1.7579, 1.0998, 1.4628], [0.8616, -2.9155, 2.6305], [1.3268, -1.6728, 3.8019], [2.5281, 0.2377, 2.8175], [0.8210, 0.9021, 2.8704], [-0.3111, -1.7781, 3.1954]], "lowdin_spin": [0.089, 0.101, 0.176, 0.281, 0.012, 0.014, 0.019, 0.016, 0.037, 0.065, 0.040, 0.017, 0.025, 0.048, 0.014, 0.003, 0.007, 0.020, 0.002, 0.001, 0.004, 0.006, 0.003]}



[2]
{"formula": "C6H16SSi", "method": "ωB97M-V/def2-TZVPD", "homo_energy_ev": -8.2, "orbital_gap_ev": 8.4, "relative_energy_ev": 3.720, "e_tot_ev": -25190.31359, "symbols": ["C", "C", "C", "C", "C", "C", "Si", "S", "H", "H", "H", "H", "H", "H", "H", "H", "H", "H", "H", "H", "H", "H", "H", "H"], "positions_angstrom": [[-3.3787, -2.2439, -1.2584], [0.6904, 0.9885, 2.2367], [1.3159, 3.0389, 0.0106], [3.0072, 0.6319, -0.0400], [-2.3212, -1.6958, -0.3665], [-0.9029, -1.8200, -0.5290], [1.2061, 1.1422, 0.4559], [-0.3360, -2.8080, -1.9215], [-3.2894, -3.2793, -1.4495], [-3.3123, -1.6317, -2.1121], [-4.4601, -2.1187, -0.9066], [-0.0682, 0.1507, 2.3739], [1.5535, 0.6471, 2.8506], [0.3835, 2.0279, 2.6368], [2.1289, 3.2615, -0.7074], [0.3180, 3.3775, -0.3266], [1.3043, 3.7037, 0.9964], [3.7609, 1.3419, 0.3489], [3.0559, -0.3774, 0.5125], [3.1089, 0.5004, -1.0000], [-2.4226, -2.1990, 0.5654], [-2.4275, -0.6102, -0.1920], [0.2060, 0.2999, -0.3985], [0.8793, -2.3282, -1.7797]], "mulliken_charge": [-1.362, -0.980, -1.074, -1.145, 0.009, -0.257, 0.585, -0.163, 0.378, 0.398, 0.315, 0.270, 0.323, 0.281, 0.275, 0.328, 0.269, 0.308, 0.254, 0.411, 0.337, 0.209, -0.100, 0.132]}



[3]
{"formula": "C6H17ClN3", "method": "ωB97M-V/def2-TZVPD", "homo_energy_ev": -11.6, "orbital_gap_ev": 8.4, "total_charge": 1, "relative_energy_ev": 0.000, "e_tot_ev": -23481.02433, "symbols": ["C", "N", "C", "C", "Cl", "H", "H", "H", "H", "H", "H", "H", "C", "N", "C", "N", "C", "H", "H", "H", "H", "H", "H", "H", "H", "H", "H"], "positions_angstrom": [[-2.1879, -0.1501, 1.8008], [-0.8759, -0.7658, 1.5093], [-0.6873, -2.1617, 2.0392], [0.1799, -0.0389, 1.2320], [1.7799, -0.5818, 1.5605], [-2.9176, -0.9479, 1.8616], [-2.1504, 0.4191, 2.7327], [-2.4917, 0.5018, 0.9902], [-1.6875, -2.5975, 2.1292], [-0.1282, -2.7731, 1.3105], [-0.1519, -2.1486, 3.0150], [0.0784, 1.0103, 0.9400], [0.6099, -1.1180, -1.4369], [0.5033, 0.2717, -0.8495], [-0.7206, 1.0122, -1.2496], [1.6796, 0.9730, -0.8659], [1.9106, 2.1275, -1.6816], [-0.2015, -1.2607, -2.1599], [1.5898, -1.2345, -1.9331], [0.5142, -1.9076, -0.6505], [-1.2207, 0.4563, -2.0510], [-1.4249, 1.0779, -0.4060], [-0.4724, 2.0473, -1.5314], [2.4674, 0.3871, -0.6113], [2.6316, 2.7681, -1.1637], [2.3526, 1.8902, -2.6620], [1.0213, 2.7437, -1.8686]], "mulliken_charge": [-0.798, 0.249, -0.922, -0.425, -0.026, 0.323, 0.316, 0.292, 0.363, 0.306, 0.335, 0.626, -0.697, 0.166, -0.308, -0.363, -0.817, 0.274, 0.314, 0.188, 0.286, -0.071, 0.236, 0.255, 0.312, 0.281, 0.305]}



[4]
{"formula": "C6H17N", "method": "ωB97M-V/def2-TZVPD", "homo_energy_ev": -9.1, "orbital_gap_ev": 10.1, "relative_energy_ev": 0.045, "e_tot_ev": -7987.74124, "symbols": ["C", "C", "C", "C", "H", "H", "H", "H", "H", "H", "H", "H", "H", "H", "C", "C", "N", "H", "H", "H", "H", "H", "H", "H"], "positions_angstrom": [[0.3260, 0.4194, -0.6387], [0.9314, 0.1674, -2.0243], [1.6989, 1.4201, -2.4575], [1.8863, -1.0159, -1.9456], [-0.0958, -0.5064, -0.2499], [1.0892, 0.7570, 0.0690], [-0.4480, 1.1844, -0.6575], [0.1026, 0.0668, -2.7290], [2.1780, 1.3139, -3.4318], [2.4843, 1.6682, -1.7374], [1.0405, 2.2914, -2.5001], [1.4027, -1.8733, -1.4695], [2.2570, -1.3427, -2.9148], [2.7296, -0.7400, -1.3074], [-0.7076, -0.3786, 2.7184], [-1.9188, -0.5290, 1.8047], [-3.1188, -0.4914, 2.6213], [-0.7343, -1.1503, 3.4888], [0.2358, -0.4924, 2.1881], [-0.6891, 0.5919, 3.2222], [-1.9017, 0.2624, 1.0525], [-1.7888, -1.4913, 1.3028], [-3.0191, 0.0460, 3.4684], [-3.9403, -0.1774, 2.1271]], "mulliken_charge": [-1.178, 0.713, -1.457, -1.392, 0.247, 0.281, 0.380, 0.230, 0.381, 0.340, 0.373, 0.370, 0.381, 0.301, -1.155, -0.050, -0.571, 0.362, 0.324, 0.307, 0.228, 0.160, 0.206, 0.220]}



[5]
{"formula": "C6H17N2", "method": "ωB97M-V/def2-TZVPD", "multiplicity": 2, "homo_energy_ev": [-2.7, -10.1], "orbital_gap_ev": [3.5, 10.7], "s2": 0.75, "relative_energy_ev": 2.205, "e_tot_ev": -9473.86260, "symbols": ["C", "C", "C", "C", "C", "N", "C", "N", "H", "H", "H", "H", "H", "H", "H", "H", "H", "H", "H", "H", "H", "H", "H", "H", "H"], "positions_angstrom": [[0.2564, 2.6532, 1.6068], [0.3207, 1.2043, 0.9588], [-1.0592, 0.8887, 0.3246], [-1.4444, -0.6176, 0.2179], [-1.1320, -1.3181, -1.0944], [0.3100, -1.3097, -1.5458], [1.0727, -2.4142, -0.9120], [1.4564, 1.0692, 0.0595], [-0.8036, 2.7910, 1.8030], [0.6583, 3.4072, 0.9375], [0.8291, 2.7793, 2.5270], [0.3925, 0.6107, 1.8750], [-1.8324, 1.2832, 1.0004], [-1.1982, 1.5912, -0.5043], [-2.5295, -0.5908, 0.3082], [-0.9401, -1.0860, 1.0619], [-1.3345, -2.3899, -0.9924], [-1.8066, -0.9849, -1.8782], [0.7847, -0.4259, -1.2258], [0.4285, -3.1017, -0.3577], [1.8028, -2.1787, -0.1433], [1.5357, -3.0373, -1.6812], [0.2769, -1.4131, -2.6037], [2.1946, 0.6523, 0.6190], [1.7612, 1.9375, -0.3608]], "lowdin_spin": [0.003, 0.006, 0.017, 0.019, 0.142, 0.147, 0.150, 0.020, 0.000, 0.001, 0.000, 0.002, 0.002, 0.010, 0.008, 0.003, 0.026, 0.065, 0.034, 0.007, 0.007, 0.070, 0.247, 0.006, 0.008]}



[6]
{"formula": "C6H17N2", "method": "ωB97M-V/def2-TZVPD", "homo_energy_ev": -13.5, "orbital_gap_ev": 6.7, "total_charge": 1, "relative_energy_ev": 3.529, "e_tot_ev": -9468.50547, "symbols": ["N", "C", "C", "C", "C", "N", "C", "C", "H", "H", "H", "H", "H", "H", "H", "H", "H", "H", "H", "H", "H", "H", "H", "H", "H"], "positions_angstrom": [[2.1887, -0.5624, -2.4519], [0.0211, 0.6566, 0.1224], [0.7871, 0.9272, 1.3035], [2.2093, 1.4166, 0.8976], [-0.2626, -0.6507, -0.4223], [-1.6232, -1.1511, -0.0004], [-2.6961, -0.4590, -0.7269], [-1.8476, -1.0328, 1.4604], [3.0501, -1.0495, -2.2380], [1.8602, -0.1243, -1.6065], [2.3848, 0.1376, -3.1551], [-0.3741, 1.5080, -0.4352], [0.2977, 1.7337, 1.8673], [0.8428, 0.0479, 1.9520], [2.7777, 1.6870, 1.7819], [2.1522, 2.2750, 0.2322], [2.7322, 0.6358, 0.3439], [-0.2978, -0.6398, -1.5154], [0.4358, -1.4303, -0.1136], [-2.7305, 0.6257, -0.5759], [-2.5868, -0.6247, -1.7964], [-3.6459, -0.8857, -0.4151], [-1.0796, -1.6091, 1.9772], [-1.7601, -0.0069, 1.8258], [-2.8353, -1.4251, 1.6884]], "mulliken_charge": [-0.654, 0.168, -0.159, -1.310, -0.991, -0.001, -0.946, -0.904, 0.267, 0.205, 0.239, 0.299, 0.393, 0.322, 0.381, 0.396, 0.369, 0.540, 0.323, 0.347, 0.341, 0.359, 0.294, 0.348, 0.374]}



[7]
{"formula": "C6H17N2", "method": "ωB97M-V/def2-TZVPD", "homo_energy_ev": -12.7, "orbital_gap_ev": 9.2, "total_charge": 1, "relative_energy_ev": 1.590, "e_tot_ev": -9470.44418, "symbols": ["C", "N", "C", "C", "C", "N", "C", "C", "H", "H", "H", "H", "H", "H", "H", "H", "H", "H", "H", "H", "H", "H", "H", "H", "H"], "positions_angstrom": [[0.7485, -0.9315, -0.4105], [1.3992, -0.0343, 0.5602], [1.2645, -0.5657, 1.9123], [1.3081, 0.4693, 3.0790], [-0.3417, -0.3273, -1.3584], [0.4594, 0.1690, -2.6412], [-2.6972, 0.3435, -0.5238], [-1.2546, 0.7784, -0.9187], [1.5379, -1.2540, -1.1038], [0.3568, -1.8689, -0.0127], [0.9825, 0.8913, 0.5209], [0.3803, -1.1968, 2.0969], [2.0679, -1.2846, 2.0799], [0.3850, 0.3962, 3.6595], [1.3909, 1.4766, 2.6982], [2.1139, 0.1448, 3.7336], [-0.8379, -1.2338, -1.7030], [-0.1816, 0.4593, -3.3650], [1.1463, 0.8735, -2.3660], [0.9263, -0.6734, -2.9843], [-3.4216, 0.6246, -1.2768], [-2.8874, 0.6769, 0.4899], [-2.7302, -0.7475, -0.4488], [-1.3049, 1.5703, -1.6779], [-0.8106, 1.2442, -0.0394]], "mulliken_charge": [-1.022, -0.321, -0.294, -1.108, 0.022, -0.352, -1.255, -0.341, 0.270, 0.422, 0.340, 0.272, 0.328, 0.294, 0.357, 0.302, 0.420, 0.346, 0.325, 0.393, 0.327, 0.335, 0.364, 0.455, 0.123]}



[8]
{"formula": "C6H17N2", "method": "ωB97M-V/def2-TZVPD", "homo_energy_ev": -13.6, "orbital_gap_ev": 10.8, "total_charge": 1, "relative_energy_ev": 1.053, "e_tot_ev": -9470.98137, "symbols": ["C", "C", "C", "C", "C", "N", "C", "N", "H", "H", "H", "H", "H", "H", "H", "H", "H", "H", "H", "H", "H", "H", "H", "H", "H"], "positions_angstrom": [[1.2734, -0.3147, 2.7409], [0.6875, -0.1715, 1.3212], [0.6845, 1.2333, 0.7748], [-0.4702, 1.3810, -0.2813], [-0.4794, 0.7550, -1.6770], [-0.6523, -0.7344, -1.6303], [-2.1545, -1.0478, -1.7134], [1.3741, -1.1219, 0.3443], [0.8590, 0.5109, 3.3434], [2.3357, -0.0927, 2.7613], [0.9990, -1.2412, 3.3314], [-0.3134, -0.6902, 1.2184], [0.6423, 2.1101, 1.4047], [1.6898, 1.2982, 0.2771], [-0.3897, 2.5062, -0.5092], [-1.4651, 1.4032, 0.1825], [-1.2649, 1.1919, -2.3150], [0.4914, 1.0369, -2.0898], [-0.3107, -1.0005, -0.6868], [-2.4315, -0.8129, -2.7148], [-2.6258, -0.4017, -0.9745], [-2.2179, -2.1174, -1.4918], [-0.1204, -1.2355, -2.3243], [1.7913, -1.8833, 0.8516], [2.0678, -0.5611, -0.1432]], "mulliken_charge": [-1.572, 0.172, -0.497, -0.669, -0.715, -0.040, -0.846, -0.641, 0.399, 0.384, 0.363, 0.264, 0.472, 0.259, 0.361, 0.365, 0.357, 0.370, 0.314, 0.396, 0.322, 0.369, 0.364, 0.223, 0.226]}



[9]
{"formula": "C6H17N2", "method": "ωB97M-V/def2-TZVPD", "multiplicity": 3, "homo_energy_ev": [-9.3, -15.1], "orbital_gap_ev": [6.5, 9.7], "s2": 2.01, "total_charge": 1, "relative_energy_ev": 0.738, "e_tot_ev": -9465.08540, "symbols": ["C", "C", "C", "C", "C", "C", "N", "N", "H", "H", "H", "H", "H", "H", "H", "H", "H", "H", "H", "H", "H", "H", "H", "H", "H"], "positions_angstrom": [[2.7256, -1.2035, 0.3742], [-0.5750, -1.4401, -0.4364], [-2.2298, 1.0040, -0.7138], [-1.1938, 1.0294, 1.5463], [1.7489, -0.0797, 0.9096], [0.0355, 0.0082, -0.4887], [0.3732, 0.2767, -1.8243], [-0.9050, 1.0728, 0.0636], [2.2014, -2.1493, -0.0831], [3.3362, -0.8737, -0.4692], [3.3702, -1.5649, 1.2156], [-1.1881, -1.3320, -1.3793], [-1.3253, -1.6959, 0.2469], [0.2823, -2.1284, -0.5179], [-2.0604, 0.6487, -1.7171], [-2.8516, 0.3464, -0.1014], [-2.6814, 2.0739, -0.7813], [-1.6317, 0.0687, 1.9794], [-0.2534, 1.0800, 2.0899], [-1.9028, 1.8139, 1.8738], [2.1217, 0.8687, 0.7845], [1.3792, -0.2156, 1.9245], [0.6352, -0.5774, -2.4545], [1.0766, 0.9875, -2.0362], [-0.4877, 1.9816, -0.0051]], "lowdin_spin": [0.078, 0.046, 0.032, 0.003, 0.754, 0.644, 0.194, 0.064, 0.016, -0.001, 0.025, 0.019, 0.000, 0.004, 0.006, 0.001, 0.005, 0.000, 0.001, 0.000, 0.044, 0.038, 0.007, 0.017, 0.003]}



[10]
{"formula": "C6H17N2OSTl", "method": "ωB97M-V/def2-TZVPD", "homo_energy_ev": -15.2, "orbital_gap_ev": 9.1, "total_charge": 2, "e_tot_ev": -27039.15964, "symbols": ["Tl", "C", "S", "C", "O", "H", "H", "H", "H", "H", "H", "N", "C", "C", "N", "C", "C", "H", "H", "H", "H", "H", "H", "H", "H", "H", "H", "H"], "positions_angstrom": [[1.3458, -0.3543, 1.1010], [0.9011, -1.4288, 5.6047], [1.5736, 0.1398, 4.9489], [0.2724, 1.2756, 5.5440], [1.3201, 0.0355, 3.4567], [-0.1730, -1.3928, 5.7557], [1.4019, -1.6297, 6.5458], [1.1502, -2.2064, 4.8889], [-0.6877, 0.7859, 5.6742], [0.1870, 2.0738, 4.8130], [0.6111, 1.6865, 6.4897], [-1.3844, 0.2064, -4.1574], [-0.7964, -1.1273, -3.8543], [-0.3703, -1.1676, -2.3782], [0.5405, -0.1000, -2.0126], [0.0177, 1.1998, -2.3869], [-0.3997, 1.2853, -3.8650], [-2.2235, 0.3450, -3.5791], [-1.6839, 0.2481, -5.1393], [0.0614, -1.2734, -4.5144], [-1.5218, -1.9172, -4.0518], [0.1082, -2.1247, -2.1736], [-1.2533, -1.0854, -1.7372], [1.4563, -0.2472, -2.4220], [0.7737, 1.9613, -2.1957], [-0.8469, 1.4126, -1.7509], [0.4574, 1.1388, -4.5269], [-0.8381, 2.2616, -4.0784]], "mulliken_charge": [0.812, -0.874, 0.524, -0.907, -0.596, 0.303, 0.364, 0.322, 0.307, 0.342, 0.371, -0.136, -0.611, -0.743, -0.202, -0.754, -0.590, 0.377, 0.357, 0.361, 0.388, 0.410, 0.352, 0.314, 0.408, 0.348, 0.360, 0.388]}